(1)
C17H44AlBBeCl2CsF4KN3O10P4 | ωB97M-V/def2-TZVPD

Cartesian coordinates (Å):
C (0.084, 0.863, 2.970)
C (-1.194, -0.014, 2.740)
C (-2.404, 0.235, 3.730)
Cl (-1.923, 0.606, 5.446)
B (-3.518, 1.345, 3.193)
P (-2.707, 2.987, 2.566)
N (-2.669, 3.104, 0.939)
P (-4.510, 1.878, 4.806)
O (-5.759, 2.894, 4.266)
Cl (-5.392, 0.167, 5.645)
P (-4.676, 0.532, 1.884)
O (-3.949, -0.439, 0.918)
O (-5.432, 1.668, 0.909)
O (-5.927, -0.346, 2.543)
H (0.983, 0.227, 3.013)
H (0.209, 1.517, 2.086)
H (0.052, 1.525, 3.842)
H (-1.474, 0.085, 1.619)
H (-0.868, -1.119, 2.878)
H (-2.981, -0.719, 3.779)
H (-1.395, 3.145, 3.097)
H (-3.477, 4.061, 3.086)
H (-3.247, 3.908, 0.668)
H (-6.306, 2.442, 3.617)
H (-5.671, 1.147, 0.136)
H (-6.767, 0.084, 2.361)
Be (-1.569, 4.538, 0.010)
O (-1.349, 6.311, 2.700)
H (-0.769, 6.573, 3.420)
H (-1.820, 7.126, 2.468)
O (-3.019, 8.702, 2.554)
H (-3.959, 8.538, 2.437)
H (-2.981, 9.559, 2.987)
O (-7.973, 2.961, 7.849)
P (-6.556, 2.906, 8.421)
O (-6.280, 4.124, 9.301)
O (-5.555, 2.884, 7.267)
O (-6.423, 1.645, 9.275)
Cs (-1.527, -1.732, 6.893)
K (-2.162, -1.658, 0.971)
N (2.337, -2.138, -0.589)
H (2.196, -1.446, 0.161)
H (3.339, -2.345, -0.678)
H (1.829, -3.001, -0.358)
H (1.981, -1.758, -1.476)
F (5.089, 1.252, 6.822)
Al (3.488, 1.787, 6.393)
F (3.233, 3.421, 6.931)
F (2.304, 0.730, 7.130)
F (3.287, 1.698, 4.652)
C (-2.102, -7.941, -3.094)
C (-3.279, -7.741, -2.384)
C (-3.386, -6.674, -1.501)
C (-2.319, -5.801, -1.337)
C (-1.143, -5.999, -2.051)
C (-1.032, -7.071, -2.927)
H (-2.018, -8.775, -3.779)
H (-4.112, -8.418, -2.517)
H (-4.301, -6.523, -0.943)
H (-2.404, -4.966, -0.652)
H (-0.309, -5.316, -1.923)
H (-0.114, -7.229, -3.479)
C (3.122, 1.175, -3.036)
C (3.852, 1.362, -4.373)
C (3.808, 0.147, -5.303)
N (5.043, -0.739, -5.242)
C (5.416, -1.106, -3.842)
C (4.765, -2.022, -6.032)
C (5.232, -1.712, -7.437)
C (6.507, -0.920, -7.200)
C (6.224, -0.072, -5.964)
H (3.604, 0.428, -2.399)
H (3.111, 2.115, -2.486)
H (2.084, 0.874, -3.192)
H (4.877, 1.697, -4.201)
H (3.344, 2.180, -4.886)
H (3.740, 0.478, -6.339)
H (2.942, -0.479, -5.088)
H (4.555, -1.578, -3.376)
H (5.719, -0.210, -3.307)
H (6.253, -1.800, -3.882)
H (5.361, -2.821, -5.592)
H (3.709, -2.273, -5.959)
H (4.491, -1.112, -7.969)
H (5.408, -2.617, -8.016)
H (6.777, -0.309, -8.059)
H (7.342, -1.595, -7.004)
H (5.938, 0.945, -6.222)
H (7.076, -0.043, -5.288)

Properties
Charge: +1
LUMO in eV: -5.540
Spin multiplicity: 1
Orbital gap in eV: 1.99



(2)
C17H44N6O2P3 | ωB97M-V/def2-TZVPD

Cartesian coordinates (Å):
C (-3.417, 0.216, -5.513)
C (-4.109, 0.460, -6.620)
C (-5.178, 0.541, -7.842)
P (-6.817, 1.288, -7.263)
C (-6.576, 2.777, -6.113)
C (-7.935, -0.045, -6.495)
H (-3.090, 0.044, -4.423)
H (-5.430, -0.565, -8.088)
H (-6.850, 2.590, -5.009)
H (-5.460, 3.098, -6.165)
H (-7.215, 3.665, -6.509)
H (-7.496, -0.554, -5.556)
H (-8.145, -0.867, -7.292)
H (-8.964, 0.461, -6.293)
O (0.782, 2.373, -2.479)
P (0.675, 0.873, -2.151)
N (2.284, 0.814, -1.497)
C (3.197, -0.323, -1.501)
C (2.458, 1.544, -0.240)
N (0.758, 0.433, -3.831)
C (1.828, -0.356, -4.416)
C (0.377, 1.458, -4.811)
N (0.489, -0.847, -1.747)
C (-0.584, -1.549, -2.501)
C (0.092, -1.021, -0.328)
H (2.885, -1.127, -0.825)
H (4.200, -0.012, -1.186)
H (3.346, -0.748, -2.490)
H (2.060, 0.987, 0.615)
H (1.956, 2.512, -0.261)
H (3.516, 1.745, -0.040)
H (2.777, 0.199, -4.438)
H (1.589, -0.636, -5.448)
H (1.968, -1.308, -3.903)
H (1.181, 2.192, -4.955)
H (-0.528, 1.983, -4.499)
H (0.149, 1.016, -5.785)
H (-1.541, -1.026, -2.408)
H (-0.709, -2.573, -2.133)
H (-0.359, -1.663, -3.560)
H (-0.818, -0.462, -0.099)
H (0.875, -0.699, 0.359)
H (-0.077, -2.079, -0.094)
O (2.176, -0.781, 3.070)
P (1.956, -1.043, 4.572)
N (0.527, -0.057, 4.605)
C (0.015, 0.733, 5.718)
C (-0.612, -0.624, 3.877)
N (3.310, -0.037, 5.004)
C (3.204, 1.188, 5.778)
C (4.338, 0.174, 3.977)
N (1.722, -1.402, 6.297)
C (2.942, -1.873, 7.003)
C (0.757, -2.514, 6.482)
H (-0.386, 0.119, 6.533)
H (-0.798, 1.387, 5.383)
H (0.752, 1.413, 6.135)
H (-1.111, -1.413, 4.451)
H (-0.311, -1.059, 2.922)
H (-1.360, 0.141, 3.649)
H (2.698, 1.982, 5.212)
H (4.195, 1.563, 6.056)
H (2.697, 1.031, 6.731)
H (4.016, 0.914, 3.234)
H (4.580, -0.759, 3.464)
H (5.275, 0.529, 4.419)
H (3.393, -2.728, 6.489)
H (2.705, -2.170, 8.031)
H (3.702, -1.100, 7.109)
H (1.067, -3.405, 5.931)
H (-0.246, -2.241, 6.158)
H (0.656, -2.775, 7.542)

Properties
Charge: -1
LUMO in eV: -0.038
Spin multiplicity: 1
Orbital gap in eV: 2.13



(3)
C17H45FO6Zn | ωB97M-V/def2-TZVPD

Cartesian coordinates (Å):
Zn (1.060, 1.449, 0.444)
F (-0.193, -0.059, 0.462)
C (2.104, -1.136, 2.550)
C (2.216, 0.265, 3.154)
O (2.025, 1.325, 2.278)
H (2.378, -1.845, 3.336)
H (2.683, -1.274, 1.641)
H (1.061, -1.335, 2.290)
H (3.179, 0.370, 3.676)
H (1.496, 0.296, 3.987)
C (-0.515, -3.383, -1.367)
C (0.855, -3.250, -0.738)
C (1.872, -3.955, -1.614)
O (1.227, -1.887, -0.602)
H (-0.749, -4.441, -1.478)
H (-0.510, -2.897, -2.345)
H (-1.242, -2.902, -0.708)
H (0.849, -3.700, 0.261)
H (1.940, -3.432, -2.571)
H (1.641, -4.996, -1.834)
H (2.861, -3.961, -1.150)
H (0.471, -1.360, -0.261)
C (4.753, -0.090, 0.306)
C (3.915, 0.412, -0.864)
C (4.102, -0.444, -2.108)
O (2.509, 0.426, -0.572)
H (4.591, 0.495, 1.209)
H (5.788, -0.016, -0.043)
H (4.615, -1.150, 0.520)
H (4.180, 1.436, -1.140)
H (3.616, -0.011, -2.982)
H (3.728, -1.452, -1.929)
H (5.169, -0.549, -2.322)
H (2.180, -0.496, -0.693)
C (-3.490, -0.800, -0.386)
C (-3.628, -1.421, 1.000)
C (-4.444, -2.693, 0.968)
O (-2.323, -1.729, 1.491)
H (-4.501, -0.629, -0.761)
H (-2.885, -1.453, -1.016)
H (-2.954, 0.147, -0.295)
H (-3.945, -0.593, 1.649)
H (-4.071, -3.350, 0.181)
H (-5.468, -2.471, 0.653)
H (-4.495, -3.189, 1.935)
H (-1.672, -1.128, 1.103)
C (-2.127, 1.963, 2.837)
C (-1.690, 2.858, 1.687)
C (-2.140, 4.288, 1.905)
O (-0.296, 2.742, 1.463)
H (-1.700, 2.332, 3.773)
H (-1.877, 0.910, 2.717)
H (-3.213, 2.047, 2.926)
H (-2.178, 2.513, 0.769)
H (-1.772, 4.729, 2.836)
H (-3.228, 4.299, 1.990)
H (-1.839, 4.964, 1.103)
H (0.138, 3.114, 2.247)
C (-1.133, 3.419, -2.541)
C (-0.861, 2.000, -2.049)
C (-1.096, 1.036, -3.213)
O (0.512, 1.885, -1.653)
H (-1.364, 4.125, -1.740)
H (-1.907, 3.534, -3.301)
H (-0.265, 3.855, -3.048)
H (-1.532, 1.814, -1.214)
H (-0.534, 1.402, -4.073)
H (-2.166, 0.923, -3.382)
H (-0.741, 0.050, -2.909)
H (1.037, 2.053, -2.443)

Properties
LUMO in eV: 0.111
Energy relative to the best compared isomer or geometry (same formula, charge and spin) in kcal per mole: 10.95
Spin multiplicity: 1
Orbital gap in eV: 7.46



(4)
C17H45N4O7Ti | ωB97M-V/def2-TZVPD

Cartesian coordinates (Å):
Ti (-0.590, 0.400, -0.045)
O (-2.374, 4.722, -0.562)
C (-2.136, 3.430, -0.173)
O (-1.072, 2.855, -0.499)
O (-3.073, 2.888, 0.485)
H (-3.257, 4.672, -0.124)
C (-5.087, -0.290, -0.955)
C (-3.578, -0.406, -1.135)
C (-3.002, 0.450, -2.252)
O (-1.620, 0.244, -2.570)
C (-1.333, -0.857, -3.391)
N (-2.926, -0.024, 0.123)
H (-5.346, 0.770, -0.887)
H (-5.445, -0.741, -0.028)
H (-5.664, -0.807, -1.725)
H (-3.366, -1.477, -1.226)
H (-3.068, 1.515, -2.022)
H (-3.508, 0.361, -3.220)
H (-0.331, -0.701, -3.798)
H (-2.025, -1.002, -4.225)
H (-1.280, -1.776, -2.799)
H (-3.370, -0.499, 0.903)
H (-3.211, 0.944, 0.326)
C (0.474, -4.351, -0.823)
C (-0.446, -3.229, -0.324)
C (-1.195, -3.460, 0.989)
O (-2.016, -4.633, 0.921)
C (-2.498, -4.928, 2.213)
N (0.284, -1.952, -0.324)
H (0.705, -4.188, -1.874)
H (-0.073, -5.299, -0.776)
H (1.305, -4.543, -0.141)
H (-1.206, -3.141, -1.105)
H (-1.837, -2.600, 1.201)
H (-0.535, -3.558, 1.859)
H (-3.154, -5.796, 2.154)
H (-3.017, -4.092, 2.688)
H (-1.679, -5.232, 2.875)
H (0.828, -1.863, -1.179)
H (1.066, -2.131, 0.311)
C (-0.842, 1.381, 3.530)
C (0.318, 1.866, 2.681)
C (1.466, 2.266, 3.631)
O (2.614, 2.562, 2.844)
C (2.776, 3.906, 2.508)
N (0.692, 0.691, 1.878)
H (-1.325, 2.245, 3.993)
H (-0.543, 0.644, 4.279)
H (-1.594, 0.909, 2.894)
H (-0.047, 2.681, 2.053)
H (1.731, 1.504, 4.364)
H (1.083, 3.147, 4.155)
H (2.935, 4.587, 3.350)
H (1.991, 4.222, 1.814)
H (3.710, 4.034, 1.953)
H (0.826, -0.037, 2.579)
H (1.672, 0.861, 1.633)
C (3.024, 0.660, -3.337)
C (2.631, 0.264, -1.897)
C (3.714, 0.611, -0.877)
O (4.992, 0.190, -1.307)
C (6.053, 0.935, -0.724)
N (1.325, 0.869, -1.625)
H (2.314, 0.626, -4.158)
H (3.858, 0.026, -3.655)
H (3.509, 1.635, -3.229)
H (2.539, -0.827, -1.881)
H (3.444, 0.169, 0.087)
H (3.737, 1.700, -0.747)
H (6.979, 0.562, -1.150)
H (6.014, 0.770, 0.357)
H (5.901, 2.004, -0.898)
H (1.483, 1.874, -1.565)
H (0.677, 0.790, -2.400)

Properties
<S²>: 3.75
LUMO (spin up / spin down) in eV: 0.376 / 0.268
Energy relative to the best compared isomer or geometry (same formula, charge and spin) in kcal per mole: 0.00
Spin multiplicity: 4
Orbital gap (spin up / spin down) in eV: 3.78 / 8.63



(5)
C17H46BNO10P3 | ωB97M-V/def2-TZVPD

Cartesian coordinates (Å):
C (-0.289, 0.620, -0.302)
C (0.743, 0.200, -1.446)
C (1.782, -0.787, -0.790)
C (2.632, -1.612, -1.870)
N (4.066, -1.544, -1.440)
P (4.851, -3.078, -1.368)
C (5.745, -3.147, 0.290)
B (6.693, -4.488, 0.393)
O (7.927, -4.593, -0.296)
O (6.237, -5.516, 1.234)
H (-0.382, 1.731, -0.283)
H (0.129, 0.245, 0.672)
H (-1.277, 0.116, -0.453)
H (0.250, -0.278, -2.326)
H (1.294, 1.120, -1.781)
H (2.525, -0.160, -0.228)
H (1.318, -1.468, -0.031)
H (2.258, -2.664, -1.800)
H (2.428, -1.161, -2.869)
H (4.602, -0.848, -1.959)
H (5.724, -3.359, -2.456)
H (3.838, -4.083, -1.351)
H (4.941, -3.141, 1.076)
H (6.390, -2.234, 0.338)
H (7.960, -3.785, -0.828)
H (5.357, -5.296, 1.564)
O (-3.417, -2.102, -1.499)
P (-4.424, -2.405, -2.618)
O (-5.758, -1.941, -1.748)
C (-6.017, -0.538, -1.671)
C (-6.364, 0.069, -3.020)
O (-4.418, -4.043, -2.348)
C (-3.411, -4.691, -1.577)
C (-3.756, -4.692, -0.097)
O (-5.464, -2.601, -3.954)
C (-6.085, -3.845, -4.305)
C (-7.110, -4.353, -3.304)
H (-5.147, -0.032, -1.238)
H (-6.853, -0.403, -0.984)
H (-5.518, 0.003, -3.713)
H (-6.627, 1.123, -2.916)
H (-7.199, -0.461, -3.481)
H (-2.432, -4.247, -1.765)
H (-3.347, -5.724, -1.928)
H (-4.065, -3.710, 0.265)
H (-2.904, -5.027, 0.499)
H (-4.594, -5.364, 0.089)
H (-5.318, -4.592, -4.512)
H (-6.597, -3.672, -5.256)
H (-6.747, -4.381, -2.279)
H (-7.415, -5.368, -3.570)
H (-7.992, -3.711, -3.298)
O (1.800, 2.650, 2.680)
P (1.794, 3.879, 3.590)
O (0.786, 4.774, 2.623)
C (-0.615, 4.527, 2.756)
C (-1.151, 4.920, 4.123)
O (3.289, 4.363, 3.049)
C (4.167, 3.493, 2.345)
C (3.886, 3.507, 0.851)
O (1.826, 5.218, 4.643)
C (2.827, 6.245, 4.599)
C (2.807, 7.104, 3.344)
H (-0.818, 3.470, 2.557)
H (-1.119, 5.112, 1.985)
H (-0.707, 4.305, 4.913)
H (-2.233, 4.788, 4.168)
H (-0.911, 5.959, 4.351)
H (4.125, 2.483, 2.756)
H (5.186, 3.848, 2.519)
H (2.826, 3.392, 0.619)
H (4.439, 2.710, 0.345)
H (4.190, 4.463, 0.424)
H (3.810, 5.806, 4.772)
H (2.635, 6.894, 5.457)
H (2.802, 6.532, 2.419)
H (3.687, 7.750, 3.325)
H (1.912, 7.728, 3.321)

Properties
Charge: +1
LUMO in eV: -3.411
Energy relative to the best compared isomer or geometry (same formula, charge and spin) in kcal per mole: 206.91
Spin multiplicity: 1
Orbital gap in eV: 7.88



(6)
C17H46ClN6O2P2 | ωB97M-V/def2-TZVPD

Cartesian coordinates (Å):
C (2.415, -3.601, 0.206)
C (1.350, -2.489, 0.280)
C (0.130, -2.881, -0.558)
C (-1.281, -2.597, 0.010)
C (-2.047, -3.858, 0.409)
Cl (-1.358, -1.438, 1.397)
H (2.169, -4.435, 0.903)
H (3.401, -3.221, 0.485)
H (2.493, -4.029, -0.802)
H (1.054, -2.409, 1.332)
H (0.165, -2.410, -1.553)
H (0.155, -3.976, -0.754)
H (-1.868, -2.112, -0.778)
H (-1.698, -4.208, 1.385)
H (-1.874, -4.637, -0.335)
H (-3.121, -3.658, 0.475)
O (5.248, -1.471, 1.035)
P (5.692, -0.078, 0.899)
N (7.155, -0.133, 0.024)
C (8.413, 0.460, 0.408)
C (7.166, -1.019, -1.130)
N (5.929, 0.455, 2.493)
C (6.949, 1.385, 2.921)
C (5.586, -0.500, 3.542)
N (5.069, 1.372, 0.327)
C (3.695, 1.631, 0.826)
C (5.067, 1.544, -1.137)
H (8.310, 1.514, 0.671)
H (9.101, 0.429, -0.439)
H (8.895, -0.058, 1.246)
H (6.768, -0.541, -2.034)
H (6.571, -1.912, -0.937)
H (8.186, -1.342, -1.348)
H (7.933, 0.917, 3.043)
H (6.668, 1.811, 3.889)
H (7.032, 2.219, 2.224)
H (6.367, -1.254, 3.703)
H (4.663, -1.019, 3.303)
H (5.438, 0.049, 4.476)
H (2.967, 0.914, 0.433)
H (3.399, 2.639, 0.533)
H (3.683, 1.574, 1.913)
H (4.555, 0.735, -1.666)
H (6.088, 1.624, -1.506)
H (4.555, 2.478, -1.369)
O (-5.083, 3.093, -1.552)
P (-5.822, 1.909, -1.080)
N (-4.776, 0.650, -0.779)
C (-4.898, -0.721, -1.243)
C (-3.512, 0.986, -0.121)
N (-6.926, 1.546, -2.321)
C (-7.451, 0.228, -2.615)
C (-6.848, 2.373, -3.520)
N (-6.925, 1.757, 0.182)
C (-7.903, 2.855, 0.226)
C (-6.340, 1.578, 1.523)
H (-5.876, -1.146, -1.022)
H (-4.173, -1.336, -0.710)
H (-4.705, -0.825, -2.315)
H (-3.614, 1.023, 0.968)
H (-3.130, 1.950, -0.458)
H (-2.756, 0.237, -0.346)
H (-6.759, -0.390, -3.194)
H (-8.370, 0.330, -3.200)
H (-7.719, -0.296, -1.698)
H (-6.036, 2.075, -4.195)
H (-6.699, 3.417, -3.260)
H (-7.794, 2.289, -4.063)
H (-7.442, 3.815, 0.482)
H (-8.665, 2.627, 0.972)
H (-8.392, 2.950, -0.743)
H (-5.637, 2.371, 1.799)
H (-5.831, 0.619, 1.583)
H (-7.149, 1.572, 2.254)

Properties
Charge: -1
LUMO in eV: 2.424
Spin multiplicity: 1
Orbital gap in eV: 3.24